Below is C29H28AsN2OS2Sn as an isolated structure, with properties calculated with the ωB97M-V functional and the def2-TZVPD basis.

Last column: Mulliken charge in e.
Cartesian coordinates (Å):
Sn  -1.204  0.442  1.293  0.23
S  -2.165  -1.417  -0.058  -0.36
C  -3.008  -0.751  -1.480  0.70
C  -3.896  -1.612  -2.125  -0.77
C  -4.600  -1.185  -3.238  -0.58
C  -4.439  0.105  -3.729  -0.81
C  -3.555  0.964  -3.100  0.05
C  -2.841  0.537  -1.983  -0.04
As  -1.532  1.676  -1.169  0.74
C  0.003  1.479  -2.321  0.77
C  1.130  2.272  -2.116  -0.55
C  2.265  2.069  -2.884  -0.71
C  2.287  1.063  -3.843  -0.74
C  1.169  0.269  -4.046  -0.18
C  0.020  0.481  -3.292  -0.74
C  -2.176  3.469  -1.418  0.09
C  -1.682  4.289  -2.426  0.06
C  -2.208  5.563  -2.590  -0.74
C  -3.219  6.012  -1.753  -0.43
C  -3.712  5.190  -0.748  -0.66
C  -3.189  3.919  -0.576  -0.60
H  -4.037  -2.614  -1.743  0.44
H  -5.288  -1.865  -3.722  0.39
H  -4.997  0.437  -4.593  0.42
H  -3.419  1.973  -3.472  0.46
H  1.128  3.047  -1.357  0.53
H  3.136  2.692  -2.729  0.42
H  3.178  0.903  -4.436  0.47
H  1.181  -0.516  -4.789  0.42
H  -0.857  -0.132  -3.469  0.37
H  -0.900  3.939  -3.088  0.37
H  -1.827  6.203  -3.374  0.41
H  -3.626  7.006  -1.884  0.39
H  -4.502  5.541  -0.097  0.40
H  -3.578  3.281  0.210  0.34
C  5.252  -3.068  -2.384  -1.42
C  4.374  -2.125  -1.574  0.27
C  3.636  -2.878  -0.473  -0.68
N  2.812  -1.984  0.355  -0.01
C  1.767  -1.277  -0.046  0.18
S  1.412  0.188  0.783  -0.37
N  1.044  -1.620  -1.124  1.58
C  0.797  -2.867  -1.786  0.33
O  0.619  -2.829  -2.974  -0.54
C  0.680  -4.092  -0.963  -0.12
C  0.835  -5.315  -1.615  -0.37
C  0.719  -6.495  -0.901  -0.68
C  0.433  -6.456  0.458  -0.39
C  0.257  -5.240  1.104  -1.01
C  0.383  -4.056  0.396  0.31
H  5.768  -2.533  -3.180  0.38
H  4.657  -3.858  -2.847  0.34
H  6.008  -3.542  -1.756  0.37
H  3.643  -1.639  -2.227  -0.07
H  4.975  -1.331  -1.124  0.37
H  4.337  -3.362  0.207  0.56
H  3.022  -3.673  -0.888  0.02
H  3.237  -1.630  1.199  0.31
H  0.522  -0.858  -1.540  -1.10
H  1.044  -5.321  -2.676  0.46
H  0.845  -7.444  -1.403  0.43
H  0.337  -7.379  1.014  0.41
H  0.012  -5.216  2.157  0.44
H  0.217  -3.112  0.897  0.39

The value obtained for the HOMO energy is -10.69 eV. As for the LUMO energy: -0.1128 Eh. The calculation puts the molar mass at 678.3 u. The value obtained for the total energy is -123891.994 eV. The value obtained for the orbital gap is 0.280 hartree. Its charge is +1.